(1)
An isolated ion of composition C5H9NO2 and charge -1 at a distorted geometry, computed with ωB97M-V/def2-TZVPD.

Element x y z (Å)
C 0.63 1.80 0.53
C 0.99 0.39 0.25
C 1.70 -0.50 -0.85
O 1.65 -1.81 -0.58
C -0.49 0.83 -0.13
N -1.37 -0.01 0.76
C -1.48 -1.41 0.28
O -1.05 1.32 -1.15
H 0.60 2.62 -0.16
H 0.78 2.03 1.59
H 2.74 -0.09 -0.96
H 1.16 -0.07 1.22
H 1.15 -0.26 -1.78
H -2.30 0.39 0.63
H -2.22 -1.93 0.90
H -2.02 -1.43 -0.70
H -0.46 -1.86 0.16

<S²>   0.76
Net charge   -1
Electronic energy   -401.0206 hartree
2S+1   2
Relative energy (zero: lowest compared OMol25 entry of this formula, charge and spin)   79.3 kcal per mole

Atomic partial charges in e from the Mulliken method, atoms 1 to 6: -1.002, 0.026, -0.443, -0.829, 0.802, -0.512

***

(2)
A 2-piece molecular cluster, C5H9NO2 overall at a distorted geometry, computed with ωB97M-V/def2-TZVPD.

Element x y z (Å)
O -0.96 -2.04 0.50
C 0.05 -2.22 1.23
O 0.62 -1.38 1.95
C 0.73 0.46 0.03
C 0.79 1.83 -0.43
C -0.30 2.54 -0.98
C -1.51 2.03 -1.21
N 0.63 -0.52 -1.09
H 0.52 -3.23 1.26
H 1.61 0.20 0.62
H -0.24 -1.04 -0.94
H 1.65 2.46 -0.22
H -0.10 3.57 -1.26
H -2.31 2.67 -1.56
H -1.65 0.97 -1.00
H 0.56 -0.08 -2.00
H -0.14 0.31 0.70

Electronic energy   -400.9861 hartree
Relative energy (zero: lowest compared OMol25 entry of this formula, charge and spin)   119.7 kcal per mole

Atomic partial charges in e from the Mulliken method, atoms 1 to 6: -0.710, 0.153, -0.627, -0.595, -0.015, -0.102

***

(3)
A single C5H9NO2 molecule, computed with ωB97M-V/def2-TZVPD.

Element x y z (Å)
C -2.74 -1.03 0.54
N -1.50 -1.02 0.33
C -0.61 -1.06 1.46
C 0.65 -0.21 1.29
C 1.38 -0.31 -0.06
C 0.91 0.79 -0.99
O -0.17 0.98 -1.45
O 1.96 1.62 -1.25
H -3.18 -0.96 1.54
H -3.45 -1.12 -0.28
H -1.08 -0.75 2.41
H -0.28 -2.09 1.55
H 0.57 0.84 1.60
H 1.32 -0.60 2.05
H 1.20 -1.31 -0.48
H 2.43 -0.13 0.08
H 1.67 2.48 -1.56

Electronic energy   -401.1337 hartree
Relative energy (zero: lowest compared OMol25 entry of this formula, charge and spin)   27.0 kcal per mole

Atomic partial charges in e from the Mulliken method, atoms 1 to 6: -0.323, -0.243, -0.579, -0.777, -0.361, 0.470

***

(4)
A single C5H9NO2 molecule at a distorted geometry, computed with ωB97M-V/def2-TZVPD.

Element x y z (Å)
O 0.39 -1.55 -2.64
C 0.54 -1.07 -1.49
O 1.68 -1.14 -0.94
C -0.56 -0.37 -0.74
C -0.64 -0.79 0.81
C 0.13 0.36 1.51
C -0.11 1.60 0.59
N -0.28 1.18 -0.79
H 2.40 -1.69 -1.33
H -1.46 -0.78 -1.28
H -0.27 -1.78 1.04
H -1.70 -0.75 1.00
H -0.16 0.43 2.58
H 1.17 0.25 1.23
H 0.79 2.21 0.57
H -0.81 2.24 1.15
H -1.11 1.65 -1.27

Electronic energy   -401.1203 hartree
Relative energy (zero: lowest compared OMol25 entry of this formula, charge and spin)   35.4 kcal per mole

Atomic partial charges in e from the Mulliken method, atoms 1 to 6: -0.650, 0.190, -0.428, 0.418, -0.754, -0.473

***

(5)
A single C5H9NO2 molecule at a distorted geometry, computed with ωB97M-V/def2-TZVPD.

Element x y z (Å)
C 1.40 -0.23 -0.91
C 1.59 0.67 0.53
C 0.25 0.92 1.16
C -0.52 -0.33 0.69
O -0.55 -1.38 1.32
C -1.57 0.01 -0.39
N -2.40 -1.02 -0.59
O -1.54 1.03 -1.04
H 2.39 -0.67 -1.05
H 0.79 -1.10 -1.15
H 1.24 0.54 -1.67
H 2.08 1.60 0.25
H 2.20 0.02 1.14
H -0.22 1.82 0.76
H 0.31 0.92 2.25
H -2.31 -1.84 -0.02
H -3.15 -0.96 -1.27

Electronic energy   -401.1308 hartree
Relative energy (zero: lowest compared OMol25 entry of this formula, charge and spin)   28.8 kcal per mole

Atomic partial charges in e from the Mulliken method, atoms 1 to 6: -1.178, -0.586, -0.553, 0.716, -0.623, 0.334

***

(6)
C5H9NO2 as an isolated structure, computed with ωB97M-V/def2-TZVPD.

Element x y z (Å)
C 0.42 -0.89 -0.09
C 0.57 1.10 -0.25
C 1.34 -1.45 -1.14
N -2.61 1.00 0.56
O 0.75 -1.35 1.16
O 0.73 1.55 1.05
C -0.79 -0.29 -0.33
C -1.98 -0.12 0.21
H -0.06 -1.34 1.69
H 1.32 0.95 1.53
H -3.57 0.94 0.87
H -2.19 1.92 0.50
H -0.11 1.78 -0.75
H 1.50 1.05 -0.83
H 2.39 -1.30 -0.87
H 1.16 -2.53 -1.21
H 1.13 -1.01 -2.11

Electronic energy   -400.9879 hartree
Relative energy (zero: lowest compared OMol25 entry of this formula, charge and spin)   118.5 kcal per mole

Atomic partial charges in e from the Mulliken method, atoms 1 to 6: 0.818, -0.664, -1.435, -0.204, -0.487, -0.472

***

(7)
A single C5H9NO2 molecule at a distorted geometry, computed with ωB97M-V/def2-TZVPD.

Element x y z (Å)
C -0.20 0.36 0.51
C -1.43 0.33 1.31
C 1.07 0.79 1.09
C -0.22 -0.34 -0.79
N -0.03 0.67 -1.83
C 0.94 -1.49 -0.94
O -1.12 -1.30 -0.92
O 1.64 -1.88 -0.05
H 0.22 0.24 -2.71
H -0.91 1.16 -1.96
H 0.99 -1.89 -1.97
H -2.30 0.13 0.68
H 1.55 -0.14 1.44
H 1.75 1.17 0.32
H -1.52 1.22 1.94
H -1.37 -0.54 1.99
H 0.96 1.51 1.90

Electronic energy   -401.0251 hartree
Relative energy (zero: lowest compared OMol25 entry of this formula, charge and spin)   95.2 kcal per mole

Atomic partial charges in e from the Mulliken method, atoms 1 to 6: 0.662, -1.309, -1.286, 0.951, -0.664, -0.183

***

(8)
A single C5H9NO2 molecule at a distorted geometry, computed with ωB97M-V/def2-TZVPD.

Element x y z (Å)
C 0.51 0.92 -0.69
C 2.22 -0.15 0.53
C -0.28 -0.14 0.21
C -1.49 0.63 0.83
C -0.78 -1.37 -0.62
N 1.94 0.77 -0.46
O 0.47 -0.51 1.25
O 2.38 -0.68 -0.72
H 0.13 0.89 -1.77
H 0.26 2.02 -0.52
H 2.92 -0.21 1.41
H -1.36 1.67 1.00
H -1.98 0.20 1.64
H -2.29 0.72 0.12
H -1.60 -1.14 -1.26
H -1.11 -1.89 0.23
H 0.06 -1.71 -1.19

Electronic energy   -400.9624 hartree
Relative energy (zero: lowest compared OMol25 entry of this formula, charge and spin)   134.5 kcal per mole

Atomic partial charges in e from the Mulliken method, atoms 1 to 6: -0.877, 0.368, 1.696, -1.810, -1.482, -0.209

***

(9)
A single C5H9NO2 molecule at a distorted geometry, computed with ωB97M-V/def2-TZVPD.

Element x y z (Å)
O -1.54 -0.10 0.05
C -0.42 0.35 0.23
C 0.40 0.79 -0.87
C 0.67 -0.23 -1.97
O -0.35 -0.08 -2.91
N 0.07 0.42 1.56
C -0.23 -0.50 2.55
C 1.18 -0.37 2.02
H -0.12 1.55 -1.50
H 1.31 1.33 -0.57
H 1.67 -0.11 -2.48
H 0.74 -1.34 -1.67
H -0.79 -0.85 -3.07
H -0.60 -0.06 3.49
H -0.85 -1.31 2.12
H 1.97 0.11 2.63
H 1.69 -1.06 1.19

Electronic energy   -401.0735 hartree
Relative energy (zero: lowest compared OMol25 entry of this formula, charge and spin)   64.8 kcal per mole

Atomic partial charges in e from the Mulliken method, atoms 1 to 6: -0.558, 0.404, -0.421, -0.408, -0.499, -0.165

***

(10)
A single C5H9NO2 molecule at a distorted geometry, computed with ωB97M-V/def2-TZVPD.

Element x y z (Å)
C -1.93 -1.21 0.62
C -0.80 -0.27 0.95
O 0.59 -0.97 0.80
C 1.04 0.10 0.01
C 2.47 0.16 -0.38
O 0.73 1.47 0.45
C -0.34 0.73 -0.03
N -1.07 1.18 -1.19
H -2.53 -1.41 1.51
H -2.60 -0.80 -0.14
H -1.55 -2.18 0.26
H -0.84 0.10 1.98
H 3.07 0.25 0.54
H 2.78 -0.76 -0.88
H 2.70 1.02 -1.01
H -0.72 2.08 -1.53
H -1.01 0.52 -1.96

Electronic energy   -401.0476 hartree
Relative energy (zero: lowest compared OMol25 entry of this formula, charge and spin)   81.1 kcal per mole

Atomic partial charges in e from the Mulliken method, atoms 1 to 6: -1.358, 0.318, -0.515, 0.343, -1.184, -0.507

***

(11)
A 2-piece molecular cluster, C5H9NO2 overall at a distorted geometry, computed with ωB97M-V/def2-TZVPD.

Element x y z (Å)
C 1.91 -0.48 1.03
C 1.91 -1.38 0.03
C 0.94 1.48 1.91
N 1.11 0.65 0.94
H 2.60 -0.52 1.89
H 1.31 -1.30 -0.87
H 2.64 -2.21 0.11
H 0.30 2.38 1.70
H 1.42 1.35 2.88
H 0.50 0.70 0.00
O -0.38 0.63 -1.16
C -1.52 0.12 -0.75
O -1.83 -0.16 0.44
C -2.53 -0.24 -1.84
H -3.44 -0.56 -1.32
H -2.75 0.61 -2.50
H -2.18 -1.08 -2.49

Electronic energy   -401.0977 hartree
Relative energy (zero: lowest compared OMol25 entry of this formula, charge and spin)   49.6 kcal per mole

Atomic partial charges in e from the Mulliken method, atoms 1 to 6: 0.094, -0.700, -0.138, 0.136, 0.264, 0.280

***

(12)
A single C5H9NO2 molecule at a distorted geometry, computed with ωB97M-V/def2-TZVPD.

Element x y z (Å)
O 1.71 -1.96 -1.62
C 1.21 -0.93 -1.30
O 0.69 0.00 -2.14
C 0.92 -0.45 0.11
C -0.37 -1.00 0.73
C -1.41 0.01 0.29
C -0.67 1.34 0.40
N 0.78 1.06 0.11
H 0.85 0.80 -1.57
H 1.79 -0.78 0.68
H -0.42 -2.00 0.27
H -0.38 -1.17 1.80
H -2.32 0.12 0.97
H -1.85 -0.22 -0.68
H -1.10 2.05 -0.27
H -0.83 1.71 1.43
H 1.40 1.43 0.79

Electronic energy   -401.1522 hartree
Relative energy (zero: lowest compared OMol25 entry of this formula, charge and spin)   15.4 kcal per mole

Atomic partial charges in e from the Mulliken method, atoms 1 to 6: -0.551, 0.112, -0.533, 0.536, -0.822, -0.538

***

(13)
A single C5H9NO2 molecule at a distorted geometry, computed with ωB97M-V/def2-TZVPD.

Element x y z (Å)
C -0.66 -1.94 0.42
C -0.03 -0.81 0.22
C 0.01 0.57 -0.10
C -1.75 0.77 -0.42
N -2.31 1.75 0.34
O -2.39 0.20 -1.28
O 1.65 -0.72 0.67
C 2.68 -0.38 -0.22
H -0.08 -2.84 0.63
H -1.72 -2.04 0.27
H 0.23 1.24 0.72
H 0.41 0.81 -1.09
H -1.77 2.23 1.04
H -3.26 2.05 0.14
H 3.17 0.55 0.12
H 2.36 -0.27 -1.26
H 3.45 -1.17 -0.19

Electronic energy   -401.0333 hartree
Relative energy (zero: lowest compared OMol25 entry of this formula, charge and spin)   90.0 kcal per mole

Atomic partial charges in e from the Mulliken method, atoms 1 to 6: -0.775, 0.512, -0.341, 0.372, -0.380, -0.577

***

(14)
C5H9NO2 as an isolated structure at a distorted geometry, computed with ωB97M-V/def2-TZVPD.

Element x y z (Å)
C 0.85 0.41 0.18
C 1.47 -0.46 -0.93
C -1.57 0.93 -0.82
C -0.60 0.01 0.32
N 1.58 0.38 1.45
C -1.09 -1.08 0.91
O -2.51 1.03 -1.75
O -1.94 1.18 0.38
H -3.36 1.30 -1.36
H 0.87 1.45 -0.16
H 2.54 0.67 1.29
H 1.61 -0.56 1.83
H 1.47 -1.51 -0.62
H 0.89 -0.38 -1.85
H 2.50 -0.16 -1.12
H -0.65 -2.07 0.84
H -2.04 -1.17 1.41

Electronic energy   -400.9830 hartree
Relative energy (zero: lowest compared OMol25 entry of this formula, charge and spin)   121.6 kcal per mole

Atomic partial charges in e from the Mulliken method, atoms 1 to 6: 0.282, -1.276, 0.185, 0.383, -0.643, -0.927

***

(15)
A single C5H9NO2 molecule at a distorted geometry, computed with ωB97M-V/def2-TZVPD.

Element x y z (Å)
C 1.27 0.26 -2.67
C 1.04 0.17 -1.19
C -0.08 -0.77 -0.83
O -0.66 -1.48 -1.61
N -0.19 -1.02 0.56
C 0.14 -0.12 1.62
C -0.95 0.86 1.95
O -0.84 1.92 2.48
H 1.07 -0.70 -3.15
H 2.16 0.80 -2.99
H 0.52 0.85 -3.22
H 1.93 -0.17 -0.65
H 1.00 1.17 -0.72
H -0.90 -1.74 0.70
H 1.11 0.37 1.46
H 0.38 -0.75 2.49
H -1.95 0.51 1.59

Electronic energy   -401.1399 hartree
Relative energy (zero: lowest compared OMol25 entry of this formula, charge and spin)   23.1 kcal per mole

Atomic partial charges in e from the Mulliken method, atoms 1 to 6: -1.296, -0.462, 0.578, -0.602, -0.177, -0.698

***

(16)
A single C5H9NO2 molecule at a distorted geometry, computed with ωB97M-V/def2-TZVPD.

Element x y z (Å)
C 2.58 0.18 0.23
C 1.29 -0.52 -0.13
O 1.34 -1.69 -0.52
N 0.26 0.37 -0.41
C -1.07 0.11 -0.11
C -1.93 1.33 -0.01
C -1.48 -1.12 0.29
O -1.13 -2.36 -0.11
H 3.39 -0.27 -0.34
H 2.82 0.02 1.28
H 2.61 1.24 -0.01
H 0.48 1.34 -0.58
H -1.81 1.98 -0.87
H -1.69 1.89 0.90
H -2.98 1.05 0.06
H -2.50 -1.17 0.67
H -0.17 -2.37 -0.34

Electronic energy   -401.1191 hartree
Relative energy (zero: lowest compared OMol25 entry of this formula, charge and spin)   36.2 kcal per mole

Atomic partial charges in e from the Mulliken method, atoms 1 to 6: -1.071, 0.703, -0.660, -0.228, 0.779, -1.413

***

(17)
A single C5H9NO2 molecule at a distorted geometry, computed with ωB97M-V/def2-TZVPD.

Element x y z (Å)
C -0.52 1.23 -0.91
C -0.18 -0.09 -0.24
C -0.60 -1.31 -1.03
C -0.84 -0.47 1.48
O -1.25 0.40 2.19
C 1.07 -0.20 0.48
N 1.93 0.82 0.65
O 1.06 -1.11 1.39
H -0.37 2.07 -0.23
H 0.11 1.41 -1.79
H -1.56 1.23 -1.23
H -0.13 -1.32 -2.02
H -1.69 -1.33 -1.16
H -0.33 -2.25 -0.53
H -1.21 -1.50 1.47
H 2.64 0.74 1.37
H 1.89 1.67 0.12

Electronic energy   -401.0995 hartree
Relative energy (zero: lowest compared OMol25 entry of this formula, charge and spin)   48.5 kcal per mole

Atomic partial charges in e from the Mulliken method, atoms 1 to 6: -1.749, 1.507, -1.587, -0.009, -0.525, 0.202

***

(18)
A 2-piece molecular cluster, C5H9NO2 overall at a distorted geometry, computed with ωB97M-V/def2-TZVPD.

Element x y z (Å)
C -0.18 2.17 2.57
C 0.98 1.26 2.19
O 2.09 1.27 2.68
O 0.59 0.36 1.24
H -0.32 2.77 1.69
H -0.01 2.64 3.55
H -1.08 1.58 2.79
H 1.33 -0.26 1.12
C 0.48 -0.18 -1.91
C 0.53 -1.56 -1.91
N -0.52 -2.38 -2.45
C -1.76 -2.14 -2.11
H -0.31 0.39 -2.49
H 1.33 0.33 -1.49
H 1.39 -2.13 -1.54
H -2.49 -2.86 -2.43
H -2.04 -1.26 -1.50

Electronic energy   -401.0969 hartree
Relative energy (zero: lowest compared OMol25 entry of this formula, charge and spin)   50.1 kcal per mole

Atomic partial charges in e from the Mulliken method, atoms 1 to 6: -0.869, 0.647, -0.553, -0.387, 0.250, 0.298

***

(19)
A single C5H9NO2 molecule at a distorted geometry, computed with ωB97M-V/def2-TZVPD.

Element x y z (Å)
C 0.49 0.70 -2.35
C -0.25 0.45 -1.03
C -0.20 -0.99 -0.59
O -0.25 -1.95 -1.31
N -0.19 -1.20 0.80
C 0.46 -0.34 1.80
C -0.69 0.49 2.33
O -0.85 1.64 2.02
H 1.16 1.53 -2.20
H -0.21 0.94 -3.16
H 0.93 -0.19 -2.76
H 0.17 1.04 -0.22
H -1.26 0.86 -1.02
H -0.03 -2.20 0.91
H 1.21 0.25 1.32
H 0.97 -0.97 2.53
H -1.45 -0.06 2.91

Electronic energy   -401.1375 hartree
Relative energy (zero: lowest compared OMol25 entry of this formula, charge and spin)   24.6 kcal per mole

Atomic partial charges in e from the Mulliken method, atoms 1 to 6: -1.184, -0.093, 0.226, -0.610, -0.208, -0.660

***

(20)
A single C5H9NO2S molecule at a distorted geometry, computed with ωB97M-V/def2-TZVPD.

Element x y z (Å)
C -1.92 -2.44 1.33
C -0.55 -0.07 -0.72
C 0.37 1.70 0.85
C 1.94 0.19 -0.56
C 0.57 0.98 -0.48
N -0.70 -0.81 0.30
O -1.77 -1.76 0.20
O -2.62 -3.39 1.49
S -1.54 -0.23 -2.17
H -1.25 -1.90 1.98
H -0.56 2.26 0.95
H 0.09 0.88 1.58
H 1.26 2.24 1.28
H 1.87 -0.75 -0.06
H 2.08 0.09 -1.64
H 2.87 0.70 -0.09
H 0.64 1.72 -1.25
H -0.79 0.60 -3.00

<S²>   2.01
Electronic energy   -799.0990 hartree
2S+1   3
Relative energy (zero: lowest compared OMol25 entry of this formula, charge and spin)   47.1 kcal per mole

Atomic partial charges in e from the Mulliken method, atoms 1 to 6: 0.248, -0.011, -1.319, -1.178, 0.392, -0.108